This record from the OMol25 dataset describes 12 unconnected molecules or ions with the total composition C48H132N12O12 in a non-equilibrium geometry. The level of theory is ωB97M-V/def2-TZVPD.

The strongest force on any atom is 4.30 eV/A. The charge is 0.

Positions of all 204 atoms, in Å:
C: 18.9801 15.6222 9.3842
O: 20.0154 14.6227 9.5733
C: 19.9408 14.0692 10.8943
C: 21.2721 13.4861 11.2082
C: 21.2272 12.5123 12.3507
N: 22.1281 14.6209 11.5148
H: 19.2040 16.4725 9.9759
H: 17.9875 15.2887 9.7037
H: 18.9307 15.7483 8.3279
H: 19.7866 14.8765 11.5827
H: 19.1674 13.3355 11.0577
H: 21.5911 12.8939 10.2978
H: 22.2345 12.1888 12.5888
H: 20.6767 11.6044 12.0764
H: 20.7633 12.8493 13.2919
H: 21.9949 15.3074 10.7754
H: 23.1347 14.4831 11.5492
C: 15.6053 17.1110 8.4715
O: 14.2967 17.5534 8.8444
C: 14.4867 18.5811 9.8230
C: 13.0918 19.2256 10.0345
C: 12.6559 19.9523 8.7697
N: 13.0357 20.2687 11.0676
H: 16.1974 16.8680 9.3364
H: 16.1386 17.7589 7.7641
H: 15.4735 16.1661 7.9495
H: 14.8827 18.1861 10.7401
H: 15.1236 19.3264 9.4267
H: 12.3993 18.3743 10.1527
H: 13.3449 20.7100 8.4024
H: 11.6839 20.3663 8.8639
H: 12.4730 19.2589 7.9140
H: 12.1034 20.6267 11.0340
H: 13.1345 19.8951 12.0292
C: 22.0160 13.9376 15.8184
O: 21.8465 12.5689 15.6712
C: 20.9929 11.9305 16.6305
C: 21.5610 11.6228 18.0005
C: 22.7301 10.5855 17.9643
N: 20.5040 11.1008 18.8362
H: 22.2979 14.3689 14.8479
H: 22.7216 14.0976 16.6643
H: 21.0741 14.4635 16.2000
H: 20.0812 12.4904 16.7405
H: 20.7493 10.9457 16.1946
H: 22.0156 12.5776 18.4232
H: 23.6720 11.0374 17.5826
H: 22.4887 9.7615 17.2990
H: 22.9171 10.1258 18.9065
H: 19.8197 11.7981 19.0565
H: 20.8562 10.7396 19.7447
C: 20.3225 16.6175 18.3658
O: 21.3412 15.6890 18.7615
C: 22.6279 16.3136 19.0234
C: 23.5532 15.3882 19.8536
C: 23.0003 15.1230 21.2235
N: 24.7850 16.2581 19.9918
H: 20.1769 16.6405 17.2824
H: 20.5303 17.6720 18.7736
H: 19.4179 16.3243 18.8810
H: 23.1090 16.4533 17.9992
H: 22.4596 17.2480 19.4368
H: 23.7074 14.3950 19.3646
H: 22.9851 16.0339 21.8086
H: 23.7380 14.5128 21.7541
H: 22.0252 14.6433 21.2048
H: 25.1776 16.3674 19.0456
H: 25.5138 15.7419 20.5292
C: 15.8783 18.3678 17.2838
O: 15.3931 18.6438 15.9507
C: 14.9284 19.9965 15.7979
C: 14.5290 20.2202 14.3805
C: 15.6979 20.0785 13.4363
N: 14.0202 21.6043 14.3742
H: 16.4795 19.1837 17.6583
H: 16.4978 17.5036 17.2697
H: 15.0564 18.1638 17.9440
H: 14.0017 20.2352 16.4074
H: 15.7224 20.6966 16.0377
H: 13.7911 19.4892 14.1607
H: 16.0442 19.0585 13.3772
H: 16.4607 20.8065 13.7215
H: 15.3733 20.3290 12.4465
H: 13.3093 21.7592 15.1154
H: 13.6255 21.8724 13.5030
C: 15.9141 8.2572 13.9218
O: 14.8683 9.2221 13.8003
C: 13.6870 8.6507 13.2950
C: 12.6368 9.7375 13.1267
C: 12.2819 10.4501 14.4573
N: 11.4199 9.2562 12.4608
H: 15.6653 7.5778 14.7437
H: 16.8269 8.7846 14.2900
H: 16.1471 7.8202 12.9300
H: 13.8550 8.0607 12.3094
H: 13.3114 7.8877 13.9657
H: 12.9863 10.5210 12.4399
H: 12.0391 9.7682 15.2634
H: 11.4772 11.1269 14.3455
H: 13.1632 11.0855 14.7836
H: 11.6380 8.8893 11.5441
H: 11.0199 8.4688 13.0171
C: 15.2617 13.8376 10.3406
O: 14.6233 12.9032 9.4455
C: 13.2882 12.8342 9.7716
C: 12.4627 11.8263 8.9029
C: 12.2340 12.2939 7.4614
N: 11.1673 11.4837 9.4606
H: 16.3138 14.0456 10.0122
H: 15.3253 13.3590 11.3236
H: 14.6555 14.7388 10.3892
H: 13.1764 12.4318 10.8173
H: 12.7987 13.8126 9.6706
H: 13.0239 10.8557 8.7808
H: 13.1697 12.4343 6.9078
H: 11.5517 13.1053 7.4234
H: 11.7053 11.3862 6.9873
H: 10.5371 12.2565 9.5723
H: 11.2679 11.0985 10.3838
C: 13.2335 16.8208 13.7518
O: 12.3050 17.7938 13.4452
C: 11.0246 17.6238 14.0640
C: 10.1557 18.8425 13.7773
C: 8.7466 18.6851 14.3266
N: 10.0781 19.2659 12.4143
H: 13.2110 16.7275 14.8895
H: 14.1838 17.2682 13.4868
H: 12.9493 15.8865 13.2866
H: 10.4761 16.7377 13.6156
H: 11.1755 17.5220 15.1646
H: 10.6105 19.7056 14.3327
H: 8.1475 17.9364 13.7921
H: 8.3582 19.7103 14.2402
H: 8.6869 18.1755 15.3063
H: 9.2543 18.8810 11.9103
H: 10.8015 18.9067 11.8165
C: 21.9388 17.1850 14.5006
O: 21.1171 18.0120 15.3445
C: 21.8449 18.8273 16.2287
C: 21.0185 20.1249 16.3866
C: 21.0098 20.9392 15.0942
N: 21.6860 20.9130 17.5054
H: 22.7297 16.6572 15.1171
H: 22.4550 17.8389 13.7755
H: 21.4239 16.3565 14.1107
H: 21.9548 18.3265 17.1745
H: 22.8068 19.1097 15.7766
H: 19.9983 19.8258 16.6900
H: 20.4169 21.8377 15.2783
H: 20.6474 20.3174 14.2743
H: 22.0685 21.1431 14.9185
H: 21.6089 20.3445 18.3339
H: 21.2306 21.8108 17.6592
C: 16.2496 8.0169 20.1659
O: 16.1857 9.1684 19.3580
C: 17.1643 9.1291 18.3099
C: 16.9946 10.3509 17.4563
C: 15.5482 10.5716 16.9926
N: 17.7619 10.1279 16.2320
H: 15.6294 8.1736 21.0026
H: 17.2699 7.8332 20.5258
H: 15.9264 7.1118 19.5976
H: 18.1765 9.1408 18.7698
H: 16.9508 8.2122 17.7006
H: 17.3184 11.2598 18.0447
H: 14.8906 10.7450 17.8359
H: 15.2230 9.7483 16.3902
H: 15.5436 11.5389 16.3923
H: 17.6299 10.8654 15.5751
H: 18.7829 10.1211 16.4542
C: 17.2138 12.0860 12.7702
O: 17.0772 11.6957 11.4098
C: 17.5257 10.3893 11.1973
C: 16.7723 9.8650 9.9863
C: 16.9013 10.7291 8.7561
N: 15.3055 9.8201 10.2912
H: 17.0610 13.1401 12.8341
H: 18.2730 11.9001 13.0221
H: 16.5870 11.6183 13.5082
H: 18.5963 10.4750 11.0243
H: 17.2885 9.7754 12.0985
H: 17.0942 8.8827 9.7309
H: 17.9405 10.7948 8.4357
H: 16.4788 11.7346 8.9062
H: 16.3410 10.2399 7.9946
H: 15.2410 9.4181 11.2401
H: 14.8715 10.7707 10.2809
C: 16.7811 14.4129 16.5362
O: 17.4660 14.0418 15.2634
C: 18.2451 15.0272 14.7323
C: 17.4292 16.2310 14.1150
C: 16.5482 15.7121 12.9911
N: 18.3932 17.2429 13.5902
H: 17.4897 15.0362 17.1616
H: 16.5776 13.4550 17.0144
H: 15.7927 14.9483 16.3269
H: 18.9378 15.4105 15.5342
H: 18.8267 14.6248 13.9161
H: 16.7669 16.7840 14.8607
H: 17.2957 15.2928 12.2163
H: 16.0720 16.6241 12.6112
H: 15.7940 15.0432 13.3414
H: 18.9967 17.5502 14.3146
H: 17.9940 18.1502 13.3548

Cartesian forces (eV/Å) of the 2 atoms listed first:
C 0.374 -2.034 0.214
O -1.355 0.190 0.506

Mulliken atomic charge list, values in e, 99 entries:
1 C -0.377
2 O -0.545
3 C 0.131
4 C 0.618
5 C -1.011
6 N -0.483
7 H 0.408
8 H -0.135
9 H 0.432
10 H 0.306
11 H -0.300
12 H 0.126
13 H 0.482
14 H 0.177
15 H -0.231
16 H 0.265
17 H 0.234
18 C -0.726
19 O -0.380
20 C 0.009
21 C 1.068
22 C -1.827
23 N -0.543
24 H 0.126
25 H 0.364
26 H 0.376
27 H -0.370
28 H 0.443
29 H 0.121
30 H 0.327
31 H 0.545
32 H 0.314
33 H 0.407
34 H -0.200
35 C -0.331
36 O -0.403
37 C -0.159
38 C 1.580
39 C -1.610
40 N -0.404
41 H 0.114
42 H 0.328
43 H 0.084
44 H 0.118
45 H -0.044
46 H -0.870
47 H 0.306
48 H 0.372
49 H 0.485
50 H 0.198
51 H 0.281
52 C -0.312
53 O -0.417
54 C -0.723
55 C 0.632
56 C -1.695
57 N -0.699
58 H -0.134
59 H 0.325
60 H 0.312
61 H 0.005
62 H 0.783
63 H 0.219
64 H 0.408
65 H 0.424
66 H 0.307
67 H 0.254
68 H 0.299
69 C -0.706
70 O -0.026
71 C -1.189
72 C 2.129
73 C -0.949
74 N -0.704
75 H 0.362
76 H 0.021
77 H 0.280
78 H 0.282
79 H 0.443
80 H -1.120
81 H -0.415
82 H 0.409
83 H 0.481
84 H 0.293
85 H 0.303
86 C -1.038
87 O 0.162
88 C -1.042
89 C 1.891
90 C -1.547
91 N -0.736
92 H 0.291
93 H 0.205
94 H 0.394
95 H 0.345
96 H 0.454
97 H -0.856
98 H 0.352
99 H 0.556

This record from the OMol25 dataset describes 2 unconnected molecules or ions with the total composition C2H6OS. The level of theory is ωB97M-V/def2-TZVPD.

The strongest force on any atom is 0.48 eV/A. The charge is 0.

Positions of all 10 atoms, in Å:
C: -0.4209 0.1530 0.4345
C: -1.5598 -0.1880 1.3558
O: -2.1643 -1.2252 1.3007
H: -0.2050 -0.7671 -0.0971
H: 0.4397 0.5581 0.9697
H: -0.7260 0.9829 -0.2153
H: -1.8716 0.5995 2.0694
S: 2.4354 -0.2724 -1.4053
H: 1.2713 0.2990 -1.7232
H: 2.8014 -0.1400 -2.6894

Cartesian forces (eV/Å) of the 2 atoms listed first:
C -0.331 0.104 0.336
C -0.115 0.405 -0.090

Atomic charges from the Mulliken analysis, expressed in e, are listed below:
1 C -0.831
2 C 0.002
3 O -0.459
4 H 0.275
5 H 0.360
6 H 0.325
7 H 0.316
8 S -0.263
9 H 0.125
10 H 0.151

It is found that the HOMO energy values, taken in the order of the records, are -0.3232, -0.3663 Eh.
It is found that the relative energy (zero: lowest compared OMol25 entry of this formula, charge and spin) values, taken in the order of the records, are 81.5, 2.7 kcal/mol.